(1)
C11H12Cl2N2O6Re as an isolated structure. Source: OMol25; level of theory: ωB97M-V/def2-TZVPD.

Last column: Löwdin spin population.
Cartesian coordinates (Å):
Re: -0.15 0.43 0.23  2.4056
Cl: 0.15 -3.32 -2.69  0.0051
Cl: 5.04 -1.90 -4.43  0.0049
O: -1.87 -0.40 0.79  0.0767
O: 0.31 -0.89 -1.11  0.1755
O: 1.58 1.32 -0.27  0.0833
O: -3.67 0.53 1.69  0.0069
O: -0.62 1.64 1.87  0.0237
O: 0.39 -0.24 2.25  0.0302
N: -2.11 -0.28 3.97  0.0020
N: -1.57 1.50 -1.00  0.0227
C: -0.31 0.71 2.68  0.0267
C: 2.51 -0.20 -1.84  0.0176
C: 3.65 -0.45 -2.65  0.0189
C: -2.90 0.43 0.78  0.0112
C: 2.59 -2.44 -3.44  0.0094
C: 3.68 -1.57 -3.44  0.0160
C: -2.98 1.24 -0.50  0.0052
C: -0.96 0.68 4.05  0.0018
C: 1.41 -1.09 -1.85  0.0016
C: 1.47 -2.22 -2.66  0.0143
C: 2.52 0.95 -1.06  0.0283
H: -1.78 -1.22 3.72  0.0002
H: -1.35 1.67 4.29  -0.0001
H: 4.48 0.24 -2.64  0.0002
H: -2.58 -0.35 4.87  0.0001
H: 3.38 1.62 -1.10  -0.0010
H: -3.50 2.18 -0.34  -0.0005
H: 2.62 -3.33 -4.07  0.0000
H: -1.51 1.30 -2.00  0.0062
H: -2.80 0.00 3.24  0.0004
H: -0.26 0.34 4.81  0.0008
H: -1.36 2.49 -0.89  0.0061
H: -3.52 0.66 -1.25  0.0000

Values from the calculation:
Charge = +2
E_HOMO (spin up / spin down) = -14.6 / -14.8 eV
Electronic energy = -54027.943 eV
Multiplicity = 4

---

(2)
A 2-piece molecular cluster, C8H14N2O overall at a distorted geometry. Source: OMol25; level of theory: ωB97M-V/def2-TZVPD.

Last column: Löwdin charge in e.
Cartesian coordinates (Å):
O: -1.02 -0.47 -1.70  0.1001
N: 1.20 -0.36 0.06  -0.0118
N: 3.40 -0.26 0.15  0.0434
C: 3.07 -0.66 -1.07  -0.1942
C: -1.30 -0.45 -0.54  -0.5036
C: -0.31 2.62 -0.43  -0.0122
C: 1.71 -0.70 -1.23  -0.0508
C: -2.67 -0.15 -0.08  -0.0211
C: -0.50 -1.82 1.31  -0.0472
C: -0.24 -0.53 0.56  -0.2475
C: 2.27 -0.07 0.79  -0.2240
H: -1.04 1.84 -0.25  -0.0177
H: -3.27 0.05 -0.99  0.1073
H: -0.53 0.22 1.28  0.1342
H: 0.72 2.38 -0.45  0.0149
H: 3.84 -0.97 -1.71  0.0845
H: -0.60 -2.63 0.60  0.0872
H: -2.88 0.70 0.66  0.1276
H: -0.46 3.31 0.36  0.0059
H: 1.15 -0.91 -2.22  0.1348
H: 2.18 0.37 1.80  0.1368
H: -0.65 3.41 -1.17  0.0625
H: -2.81 -1.13 0.38  0.0815
H: 0.28 -2.12 2.05  0.0969
H: -1.51 -1.69 1.87  0.1126

Values from the calculation:
E_HOMO = -8.5 eV
Electronic energy = -13548.824 eV

---

(3)
A 4-piece molecular cluster, C4H7N overall at a distorted geometry. Source: OMol25; level of theory: ωB97M-V/def2-TZVPD.

Last column: Löwdin charge in e.
Cartesian coordinates (Å):
N: -1.16 -1.51 1.59  -0.0515
C: -0.37 -0.30 1.63  -0.3245
C: 0.92 1.09 -2.07  -0.2179
C: 0.54 0.63 -0.74  -0.3698
C: 0.19 0.15 0.33  -0.0544
H: 2.81 0.70 -2.10  0.1878
H: -0.67 -2.31 1.20  0.0634
H: -2.06 -1.42 0.99  0.1091
H: -1.07 0.55 2.08  0.1492
H: 0.51 -0.49 2.34  0.1234
H: 0.49 2.94 -2.05  0.1938
H: -0.14 -0.04 -3.19  0.1917

Values from the calculation:
E_HOMO = -9.1 eV
Electronic energy = -5739.241 eV

---

(4)
C33H32F6N2O7PSScTe as an isolated structure. Source: OMol25; level of theory: ωB97M-V/def2-TZVPD.

Last column: Löwdin charge in e.
Cartesian coordinates (Å):
Te: -5.07 -3.74 -0.17  1.8577
Sc: -2.74 -1.59 -0.37  0.8391
S: 4.66 -4.22 -2.36  0.3917
P: -0.07 1.98 0.41  1.1671
F: -2.49 -1.37 -2.25  -0.4274
F: -5.32 -5.36 0.79  -0.5109
F: -5.50 -2.97 1.58  -0.5721
F: -4.56 -4.99 -1.63  -0.6035
F: -4.67 -1.26 -0.54  -0.5458
F: -2.38 -0.16 0.82  -0.4067
O: 1.36 0.91 2.61  -0.0939
O: -0.70 -2.26 -0.15  -0.1005
O: -3.27 -3.49 0.14  -0.7013
O: 5.91 -3.49 -2.51  -0.3795
O: 4.35 -5.12 -3.47  -0.3869
O: 4.50 -4.84 -1.04  -0.3889
O: 0.59 -1.19 2.79  0.1183
N: 0.21 -0.20 -2.38  0.1065
N: 0.10 -4.30 -0.73  -0.1310
C: 2.23 3.53 1.12  -0.1148
C: -2.46 3.96 3.83  -0.0441
C: 2.64 0.37 2.26  -0.0262
C: -1.24 1.99 3.02  -0.0967
C: -1.11 2.81 -0.87  -0.3376
C: 4.07 3.85 -0.40  -0.1045
C: -2.67 0.42 4.89  -0.0560
C: -0.86 4.09 -1.36  -0.1118
C: -2.20 2.57 3.89  -0.1566
C: 0.04 -3.24 0.04  -0.2669
C: 2.27 -1.08 -1.43  -0.0452
C: 2.42 -2.98 -3.43  -0.0711
C: -1.01 4.13 1.94  -0.0866
C: 0.39 -0.01 2.81  -0.4706
C: -1.83 4.74 2.91  -0.0761
C: 3.37 3.17 -1.39  -0.0793
C: 3.50 4.02 0.85  -0.1022
C: 1.05 -5.37 -0.44  -0.0125
C: 1.51 2.85 0.13  -0.3792
C: -2.18 2.09 -1.40  -0.0827
C: -0.88 0.63 3.27  -0.0878
C: 2.11 2.67 -1.12  -0.1023
C: -1.68 4.65 -2.33  -0.0974
C: -0.75 2.78 1.94  -0.2583
C: -2.91 1.75 4.81  -0.0353
C: 1.39 -2.05 -3.43  -0.0424
C: -1.61 -0.13 4.14  0.0044
C: -2.76 3.93 -2.83  -0.1009
C: 1.28 -1.10 -2.42  -0.3302
C: 3.29 -2.01 -1.43  -0.0640
C: -3.00 2.65 -2.37  -0.0658
C: 3.37 -2.98 -2.42  -0.2923
C: -0.83 -4.46 -1.85  -0.0153
H: -3.39 4.37 -3.59  0.0924
H: -3.18 4.38 4.53  0.1051
H: 1.79 3.66 2.10  0.1019
H: 4.05 4.54 1.63  0.0949
H: -0.62 -0.57 -2.83  0.0589
H: -1.15 -3.48 -2.19  0.0703
H: -1.46 5.65 -2.70  0.0925
H: 2.53 -0.43 1.53  0.0811
H: 4.03 -2.01 -0.63  0.1130
H: -0.30 -4.97 -2.66  0.0938
H: 2.49 -3.74 -4.20  0.1018
H: -2.02 5.80 2.86  0.0969
H: 2.20 -0.33 -0.64  0.0834
H: 3.20 1.20 1.83  0.0816
H: -1.33 -1.17 4.28  0.1252
H: -1.71 -5.03 -1.54  0.0883
H: 0.73 -6.27 -0.95  0.0899
H: -3.25 -0.22 5.55  0.1027
H: -0.05 -0.03 -1.41  0.0204
H: 3.14 -0.02 3.14  0.0982
H: -2.36 1.08 -1.06  0.0621
H: 0.63 -2.08 -4.21  0.1093
H: 1.58 2.11 -1.89  0.0988
H: 3.82 3.01 -2.36  0.1031
H: -3.82 2.06 -2.76  0.1090
H: 0.74 -3.25 0.89  0.1522
H: 5.07 4.23 -0.60  0.0928
H: -3.67 2.22 5.43  0.1061
H: 2.06 -5.11 -0.78  0.0717
H: -0.63 4.74 1.13  0.0920
H: -0.01 4.65 -1.01  0.0965
H: 1.07 -5.58 0.63  0.0902

Values from the calculation:
Charge = -2
E_HOMO = -3.2 eV
Electronic energy = -116489.297 eV

---

(5)
A 2-piece molecular cluster, C10H16 overall at a distorted geometry. Source: OMol25; level of theory: ωB97M-V/def2-TZVPD.

Last column: Löwdin spin population.
Cartesian coordinates (Å):
C: -0.40 1.95 0.28  0.0075
C: -0.73 -1.38 1.34  0.0272
C: -1.11 2.96 1.18  0.0012
C: 0.10 -1.35 -0.97  0.2722
C: 1.44 -1.17 -0.49  0.0553
C: -0.95 -1.51 0.00  0.1406
C: 0.60 -1.24 1.77  0.2898
C: 1.68 -1.10 0.84  0.0857
C: -0.02 2.52 -1.11  0.0015
C: -0.20 -1.45 -2.40  0.0591
H: 0.94 3.01 -1.07  0.0002
H: -1.44 -1.62 2.12  -0.0019
H: -0.94 -2.23 -2.59  0.0106
H: -0.78 3.20 -1.51  0.0005
H: 0.79 -1.33 2.83  0.0124
H: -0.61 -0.49 -2.77  0.0265
H: 2.69 -1.01 1.21  0.0014
H: 0.64 -1.70 -3.03  0.0028
H: -0.59 3.92 1.15  0.0005
H: -2.18 2.93 0.97  0.0002
H: -1.03 2.64 2.23  0.0000
H: 2.19 -1.09 -1.25  -0.0005
H: -0.96 1.02 0.19  0.0024
H: 0.60 1.68 0.64  0.0017
H: -0.05 1.71 -1.86  0.0000
H: -1.92 -1.81 -0.37  0.0032

Values from the calculation:
Charge = +1
E_HOMO (spin up / spin down) = -14.3 / -14.3 eV
Electronic energy = -10620.607 eV
Multiplicity = 2

---

Question: Number 5 is which compound?
Answer: C10H16